This record from the Open Molecules 2025 dataset describes a structure of composition C54H66As3N3P3PtS2Se2Si at a distorted geometry. The level of theory is wB97M-V/def2-TZVPD.

XYZ file:
```
135
C54H66As3N3P3PtS2Se2Si wB97M-V/def2-TZVPD
Pt 0.061 0.246 -0.361
Se 4.569 4.655 -3.481
P 2.669 4.101 -4.163
C 2.652 3.183 -5.717
C 3.582 2.151 -5.858
C 3.594 1.385 -7.014
C 2.691 1.657 -8.037
C 1.771 2.685 -7.901
C 1.743 3.447 -6.738
C 1.548 5.504 -4.332
C 0.554 5.771 -3.393
C -0.231 6.912 -3.521
C -0.023 7.783 -4.580
C 0.985 7.532 -5.504
C 1.778 6.402 -5.377
C 1.714 2.971 -3.089
C 1.774 2.507 -1.782
N 0.622 1.840 -1.553
N -0.058 1.897 -2.678
N 0.538 2.556 -3.615
P 2.894 2.384 -0.383
Se 2.415 0.476 0.493
C 2.552 3.842 0.582
C 2.063 3.737 1.876
C 1.781 4.892 2.595
C 1.974 6.136 2.012
C 2.453 6.239 0.708
C 2.747 5.093 -0.017
C 4.585 2.356 -0.902
C 5.526 3.176 -0.293
C 6.857 3.075 -0.674
C 7.235 2.156 -1.642
C 6.292 1.320 -2.231
C 4.963 1.414 -1.861
H 4.305 1.969 -5.069
H 4.313 0.581 -7.123
H 2.712 1.069 -8.947
H 1.069 2.897 -8.698
H 1.014 4.240 -6.630
H 0.387 5.099 -2.559
H -1.000 7.121 -2.786
H -0.639 8.669 -4.680
H 1.162 8.226 -6.318
H 2.582 6.219 -6.081
H 1.889 2.763 2.304
H 1.409 4.819 3.610
H 1.751 7.035 2.575
H 2.604 7.212 0.255
H 3.136 5.171 -1.031
H 5.224 3.902 0.451
H 7.597 3.716 -0.214
H 8.274 2.091 -1.944
H 6.596 0.593 -2.973
H 4.220 0.768 -2.315
C 3.604 0.801 4.241
As 1.691 0.334 4.166
C 1.493 0.324 6.112
C 2.115 -1.569 3.840
C 0.976 -2.610 3.780
C 1.651 -3.978 3.982
C 0.246 -2.752 2.420
As -0.629 -1.462 1.212
C -1.470 -2.913 0.230
C -2.098 -0.671 2.165
C -0.016 -2.320 4.932
As -1.104 -3.833 5.606
C -1.502 -2.973 7.316
C -2.816 -3.418 4.770
H 4.064 0.265 5.073
H 3.754 1.868 4.389
H 4.092 0.508 3.317
H 2.095 -0.468 6.561
H 0.453 0.207 6.408
H 1.851 1.286 6.481
H 2.783 -1.856 4.657
H 2.712 -1.596 2.920
H 2.497 -4.088 3.296
H 0.962 -4.804 3.809
H 2.025 -4.067 5.005
H -0.596 -3.427 2.563
H 0.935 -3.234 1.723
H -2.217 -3.385 0.869
H -0.708 -3.644 -0.033
H -1.942 -2.556 -0.672
H -2.598 -1.423 2.769
H -2.789 -0.276 1.429
H -1.733 0.145 2.787
H -0.672 -1.480 4.688
H 0.563 -2.032 5.810
H -0.610 -2.972 7.941
H -2.285 -3.529 7.830
H -1.837 -1.944 7.164
H -2.818 -3.683 3.712
H -3.074 -2.363 4.880
H -3.584 -4.016 5.262
C -2.420 3.102 -4.958
Si -2.211 1.333 -4.469
C -1.123 0.426 -5.662
C -3.863 0.507 -4.363
C -1.330 1.219 -2.785
C -1.546 0.406 -1.740
H -3.022 3.154 -5.875
H -1.457 3.580 -5.155
H -2.941 3.676 -4.184
H -1.591 0.380 -6.654
H -0.951 -0.602 -5.321
H -0.153 0.925 -5.772
H -4.278 0.423 -5.376
H -4.567 1.090 -3.756
H -3.797 -0.505 -3.947
S -6.276 -1.697 2.194
P -5.738 -1.573 0.325
S -2.969 -0.389 -1.381
C -5.602 -3.224 -0.451
C -4.968 -3.376 -1.687
C -4.810 -4.636 -2.247
C -5.281 -5.758 -1.579
C -5.926 -5.614 -0.359
C -6.080 -4.355 0.210
C -6.940 -0.644 -0.687
C -8.207 -0.340 -0.194
C -9.107 0.368 -0.982
C -8.748 0.786 -2.256
C -7.483 0.497 -2.749
C -6.579 -0.208 -1.965
H -4.591 -2.511 -2.220
H -4.309 -4.741 -3.202
H -5.146 -6.741 -2.009
H -6.314 -6.484 0.156
H -6.575 -4.248 1.164
H -8.485 -0.658 0.801
H -10.093 0.596 -0.594
H -9.453 1.340 -2.865
H -7.195 0.831 -3.740
H -5.586 -0.408 -2.350
```

## Properties
LUMO level (spin up / spin down)	-5.24 / -5.46	eV
energy above the lowest of the compared OMol25 structures with the same formula, charge and spin	362.1	kJ/mol
multiplicity	1
F_max	0.0564	Eh/bohr
HOMO (spin up / spin down)	-8.89 / -9.02	eV
total charge	+1



This record from the Open Molecules 2025 dataset describes a cluster of 4 separate species, C47H64BrF3N2O3P in total at a distorted geometry. The level of theory is wB97M-V/def2-TZVPD.

XYZ file:
```
121
C47H64BrF3N2O3P wB97M-V/def2-TZVPD
C -2.540 -5.579 -0.726
C -1.344 -5.656 -0.697
C 0.098 -5.899 -0.755
C 0.642 -6.287 -2.154
C -0.101 -5.580 -3.291
C 0.311 -4.088 -3.336
C -0.638 -3.124 -2.600
O 0.026 -2.633 -1.463
C -0.335 -1.313 -1.072
C 0.891 -0.526 -0.612
O 0.936 0.743 -1.251
C 1.162 1.791 -0.371
C 2.440 2.149 0.004
C 2.632 3.173 0.896
C 1.584 3.896 1.455
C 1.856 5.022 2.481
C 2.540 4.347 3.704
C 2.909 5.935 1.825
C 0.583 5.814 2.813
C 0.481 6.596 4.141
C 1.708 7.411 4.550
C 0.004 5.701 5.320
C -0.645 7.641 3.908
C 0.318 3.537 1.032
C 0.112 2.503 0.140
N 0.317 -6.163 -4.633
C 0.273 -7.641 -4.684
Br 0.738 -8.102 -6.538
C 1.275 -8.210 -3.694
N 2.568 -7.544 -3.890
P 1.535 -10.078 -3.776
C 2.949 -10.330 -4.924
O 0.235 -10.676 -4.620
C 0.760 -7.826 -2.272
C -0.554 -8.574 -1.961
C -0.397 -9.501 -0.734
H -3.600 -5.516 -0.781
H 0.314 -6.719 -0.071
H 0.623 -5.021 -0.381
H 1.661 -5.915 -2.206
H -1.182 -5.693 -3.235
H 1.332 -3.961 -2.986
H 0.308 -3.794 -4.392
H -0.895 -2.320 -3.294
H -1.575 -3.626 -2.351
H -0.848 -0.752 -1.855
H -1.034 -1.387 -0.234
H 1.778 -1.116 -0.868
H 0.893 -0.428 0.472
H 3.292 1.625 -0.409
H 3.654 3.406 1.160
H 3.303 5.016 4.094
H 1.844 4.054 4.484
H 3.074 3.447 3.406
H 3.177 6.769 2.471
H 3.828 5.394 1.621
H 2.534 6.358 0.893
H 0.451 6.547 2.009
H -0.307 5.191 2.776
H 2.089 8.033 3.743
H 2.501 6.823 5.008
H 1.383 8.113 5.321
H 0.001 4.649 5.039
H -1.030 5.928 5.576
H 0.618 5.855 6.205
H -0.229 8.456 3.315
H -1.013 8.035 4.853
H -1.457 7.200 3.336
H -0.565 4.052 1.376
H -0.892 2.228 -0.160
H 1.223 -5.802 -4.941
H -0.368 -5.816 -5.310
H -0.732 -8.018 -4.547
H 3.264 -7.939 -3.269
H 2.884 -7.633 -4.851
H 3.083 -11.399 -5.060
H 2.871 -9.802 -5.871
H 3.838 -9.967 -4.409
H 0.003 -11.515 -4.197
H 1.559 -8.121 -1.593
H -0.828 -9.237 -2.784
H -1.393 -7.897 -1.821
H -1.366 -9.784 -0.329
H 0.247 -9.070 0.027
H 0.071 -10.422 -1.081
F 3.215 9.661 6.233
C 3.166 9.500 7.571
C 3.078 10.616 8.377
C 3.023 10.443 9.753
C 3.063 9.168 10.299
C 3.155 8.060 9.468
C 3.203 8.221 8.091
H 3.055 11.601 7.931
H 2.948 11.308 10.399
H 3.023 9.038 11.373
H 3.190 7.065 9.893
H 3.267 7.371 7.425
F -2.831 8.918 2.491
C -3.938 9.598 2.856
C -5.129 9.335 2.210
C -6.264 10.035 2.594
C -6.192 10.985 3.603
C -4.982 11.234 4.236
C -3.843 10.534 3.865
H -5.162 8.596 1.421
H -7.207 9.837 2.102
H -7.079 11.530 3.897
H -4.923 11.976 5.020
H -2.891 10.708 4.349
F -5.163 -9.323 -11.269
C -4.292 -9.041 -10.288
C -3.057 -9.660 -10.290
C -2.160 -9.362 -9.276
C -2.507 -8.463 -8.277
C -3.756 -7.855 -8.293
C -4.658 -8.140 -9.307
H -2.810 -10.362 -11.075
H -1.186 -9.835 -9.267
H -1.799 -8.240 -7.489
H -4.033 -7.157 -7.514
H -5.634 -7.673 -9.344
```

## Properties
LUMO level	-2.79	eV
multiplicity	1
F_max	0.0293	Eh/bohr
HOMO	-10.15	eV
total charge	+1



This record from the Open Molecules 2025 dataset describes a structure of composition C31H30FNO3PPdS2SiTe at a distorted geometry. The level of theory is wB97M-V/def2-TZVPD.

XYZ file:
```
72
C31H30FNO3PPdS2SiTe wB97M-V/def2-TZVPD
Pd -0.560 0.942 -1.063
C 1.589 4.377 -0.855
Si 0.374 3.604 0.362
C -0.041 4.999 1.555
C 1.238 2.297 1.401
N -0.932 2.897 -0.516
C -2.224 3.322 -0.721
C -2.900 4.207 0.144
C -4.203 4.632 -0.081
C -4.919 4.189 -1.181
C -4.284 3.332 -2.071
C -2.987 2.939 -1.841
F -2.404 2.166 -2.792
H 1.870 5.392 -0.552
H 1.138 4.424 -1.847
H 2.504 3.785 -0.945
H -0.610 5.799 1.073
H 0.903 5.430 1.905
H -0.604 4.654 2.427
H 1.244 2.563 2.463
H 2.274 2.151 1.086
H 0.721 1.343 1.304
H -2.379 4.553 1.022
H -4.660 5.320 0.621
H -5.941 4.502 -1.348
H -4.781 2.962 -2.958
O -2.375 -0.543 -1.708
S -2.923 -0.460 -0.355
O -4.315 -0.118 -0.266
O -2.023 0.319 0.554
C -2.699 -2.128 0.180
C -3.787 -2.970 0.353
C -3.572 -4.286 0.735
C -2.276 -4.744 0.921
C -1.195 -3.899 0.716
C -1.384 -2.574 0.339
P 0.090 -1.430 0.145
C 0.610 -1.374 1.898
C 1.945 -1.162 2.239
C 2.327 -1.029 3.566
C 1.372 -1.077 4.573
C 0.034 -1.232 4.240
C -0.347 -1.376 2.912
C 1.195 -2.647 -0.672
C 2.138 -3.467 -0.058
C 2.877 -4.371 -0.810
C 2.684 -4.464 -2.180
C 1.755 -3.640 -2.803
C 1.020 -2.733 -2.055
H -4.779 -2.568 0.197
H -4.414 -4.947 0.899
H -2.104 -5.766 1.237
H -0.191 -4.282 0.851
H 2.691 -1.084 1.458
H 3.370 -0.869 3.811
H 1.667 -0.974 5.610
H -0.723 -1.230 5.014
H -1.397 -1.465 2.665
H 2.299 -3.403 1.011
H 3.608 -5.004 -0.320
H 3.259 -5.174 -2.763
H 1.609 -3.695 -3.874
H 0.307 -2.075 -2.542
Te 0.983 1.409 -2.975
C 2.727 0.341 -2.501
C 3.560 -0.296 -3.378
C 4.686 -0.909 -2.748
C 4.693 -0.723 -1.401
S 3.348 0.219 -0.909
H 3.366 -0.332 -4.442
H 5.445 -1.469 -3.279
H 5.414 -1.077 -0.679
```

## Properties
LUMO level (spin up / spin down)	2.12 / 2.12	eV
energy above the lowest of the compared OMol25 structures with the same formula, charge and spin	119.0	kJ/mol
multiplicity	1
F_max	0.0344	Eh/bohr
HOMO (spin up / spin down)	-4.18 / -4.18	eV
total charge	-1



- Look up the total charge of the first one.
  +1